No. 1
{"formula": "C12H12Cl3N3O", "method": "ωB97M-V/def2-TZVPD", "symbols": ["Cl", "C", "C", "C", "Cl", "C", "O", "C", "C", "C", "C", "N", "C", "N", "C", "N", "C", "Cl", "C", "H", "H", "H", "H", "H", "H", "H", "H", "H", "H", "H", "H"], "positions_angstrom": [[1.49969, -4.62130, -2.65673], [1.40305, -3.53517, -1.32590], [0.63089, -3.86295, -0.22613], [0.55277, -2.99403, 0.85364], [-0.38330, -3.53598, 2.20428], [1.22149, -1.76434, 0.85287], [1.26482, -0.84329, 1.84352], [0.08955, -0.46194, 2.54880], [-1.02979, -0.01327, 1.61062], [-0.61299, 1.20987, 0.79738], [-1.61139, 1.51294, -0.32162], [-1.19997, 2.66125, -1.07876], [-0.25850, 2.76084, -2.03415], [-0.15208, 4.00435, -2.43671], [-1.06078, 4.65247, -1.68219], [-1.71109, 3.87550, -0.84916], [1.99933, -1.47735, -0.28458], [2.85303, 0.01735, -0.32227], [2.10499, -2.34021, -1.35806], [0.09769, -4.79939, -0.19294], [0.42705, 0.37503, 3.16506], [-0.25900, -1.26313, 3.20566], [-1.91400, 0.21234, 2.20765], [-1.27979, -0.83613, 0.93591], [0.37082, 1.03583, 0.35734], [-0.53685, 2.07935, 1.45305], [-2.59505, 1.73802, 0.09661], [-1.69332, 0.65535, -0.99678], [0.30757, 1.93100, -2.40446], [-1.24029, 5.70484, -1.75558], [2.71543, -2.07786, -2.20637]], "nbo_charge": [0.027, -0.030, -0.244, -0.103, 0.025, 0.316, -0.508, -0.061, -0.434, -0.412, -0.207, -0.178, 0.169, -0.479, 0.126, -0.289, -0.086, 0.042, -0.244, 0.245, 0.197, 0.193, 0.220, 0.205, 0.215, 0.214, 0.227, 0.205, 0.205, 0.198, 0.247], "orbital_gap_ev": 9.6562, "homo_energy_ev": -9.1626, "smiles": "Clc1cc(Cl)c(OCCCCn2cncn2)c(Cl)c1"}

***

No. 2
{"formula": "C12H12ClN3", "method": "ωB97M-V/def2-TZVPD", "symbols": ["Cl", "C", "C", "C", "C", "C", "C", "C", "C", "N", "N", "C", "C", "C", "C", "N", "H", "H", "H", "H", "H", "H", "H", "H", "H", "H", "H", "H"], "positions_angstrom": [[3.07627, -4.64616, 2.06864], [2.59604, -3.45881, 0.78368], [3.49479, -3.54543, -0.32949], [3.35003, -2.72855, -1.38654], [2.41145, -1.82039, -1.26693], [1.52419, -1.71311, -0.24000], [0.43981, -0.70720, -0.26253], [-0.55443, -0.56524, 0.79943], [-1.24278, 0.52538, 0.65889], [-0.79168, 1.08512, -0.61687], [0.20125, 0.23936, -1.12299], [-1.38951, 2.27173, -1.23667], [-2.45665, 2.89269, -0.40042], [-2.32428, 2.83295, 1.08531], [-2.19204, 1.34793, 1.52356], [1.60860, -2.53070, 0.80638], [4.10689, -4.44730, -0.26256], [4.00012, -2.63194, -2.26690], [2.28474, -1.12879, -2.05507], [-0.64806, -1.29979, 1.62800], [-0.59789, 2.97212, -1.39001], [-1.79574, 1.99480, -2.22734], [-3.32545, 2.25411, -0.68977], [-2.60185, 3.94824, -0.73566], [-3.00009, 3.32575, 1.79946], [-1.33162, 3.31071, 1.26707], [-3.17955, 0.86817, 1.60499], [-1.66256, 1.35433, 2.46433]], "nbo_charge": [-0.028, 0.226, -0.262, -0.182, -0.219, 0.188, 0.101, -0.307, 0.151, -0.199, -0.236, -0.199, -0.411, -0.394, -0.436, -0.425, 0.230, 0.231, 0.224, 0.239, 0.196, 0.210, 0.197, 0.227, 0.231, 0.195, 0.221, 0.230], "orbital_gap_ev": 9.1050, "homo_energy_ev": -8.4411, "smiles": "Clc1cccc(-c2cc3n(n2)CCCC3)n1", "relative_energy_kcal_mol": 31.17}

***

No. 3
{"formula": "C12H12F4O12", "method": "ωB97M-V/def2-TZVPD", "symbols": ["O", "C", "O", "C", "C", "F", "O", "H", "H", "H", "O", "C", "O", "C", "C", "F", "O", "H", "H", "H", "O", "C", "O", "C", "C", "F", "O", "H", "H", "H", "O", "C", "O", "C", "C", "F", "O", "H", "H", "H"], "positions_angstrom": [[-1.41055, -5.81563, 1.55007], [-1.89565, -4.91447, 0.97230], [-3.08567, -4.31527, 1.29366], [-3.21642, -3.13111, 0.50786], [-2.22530, -3.34003, -0.62449], [-1.46483, -2.23097, -0.88115], [-1.37474, -4.34079, -0.13530], [-4.23406, -3.00380, 0.14067], [-3.03188, -2.21703, 1.07559], [-2.66802, -3.68057, -1.56187], [3.20366, 0.07037, -0.89702], [2.33074, 0.25152, -1.67367], [2.11129, 1.44223, -2.27875], [0.83520, 1.41611, -2.90904], [0.34823, 0.00211, -2.73952], [0.22640, -0.64215, -3.95101], [1.42596, -0.64976, -2.06790], [0.21405, 2.13882, -2.36833], [0.91459, 1.77237, -3.93545], [-0.59681, -0.09512, -2.20931], [-1.00979, -2.28352, 4.16771], [-0.38387, -1.86722, 3.25579], [0.78297, -2.36559, 2.79382], [1.06215, -1.76667, 1.52662], [0.25360, -0.48799, 1.57262], [-0.33024, -0.26193, 0.35089], [-0.75412, -0.78660, 2.51223], [2.12052, -1.52586, 1.44070], [0.72010, -2.46855, 0.76781], [0.89175, 0.33979, 1.88260], [-0.97141, 5.66245, -1.09391], [-0.06934, 5.11639, -0.56664], [1.13673, 5.67310, -0.37774], [1.78903, 4.93437, 0.65378], [1.23907, 3.53705, 0.38545], [1.04374, 2.84161, 1.56125], [-0.06463, 3.84672, -0.08635], [2.86798, 5.02243, 0.56608], [1.48077, 5.26497, 1.64589], [1.78881, 2.85824, -0.26596]], "nbo_charge": [-0.535, 0.968, -0.479, -0.141, 0.444, -0.341, -0.496, 0.206, 0.215, 0.160, -0.573, 0.973, -0.494, -0.143, 0.435, -0.337, -0.476, 0.205, 0.226, 0.187, -0.547, 0.966, -0.481, -0.135, 0.441, -0.346, -0.502, 0.218, 0.215, 0.170, -0.544, 0.966, -0.483, -0.131, 0.433, -0.347, -0.500, 0.217, 0.207, 0.181], "orbital_gap_ev": 11.8667, "homo_energy_ev": -11.5164, "smiles": "O=C1OC[C@@H](F)O1.O=C1OC[C@@H](F)O1.O=C1OC[C@@H](F)O1.O=C1OC[C@@H](F)O1", "relative_energy_kcal_mol": 11.88}

***

No. 4
{"formula": "C12H12N2S", "method": "ωB97M-V/def2-TZVPD", "symbols": ["C", "C", "C", "C", "C", "C", "C", "C", "C", "N", "C", "N", "S", "C", "C", "H", "H", "H", "H", "H", "H", "H", "H", "H", "H", "H", "H"], "positions_angstrom": [[-2.72212, -0.99411, -2.67746], [-1.22806, -1.20952, -2.95451], [-0.41710, -0.81701, -1.75347], [0.33028, -1.80452, -1.08095], [1.20012, -1.43248, -0.02613], [1.22709, -0.11079, 0.44432], [2.04475, 0.23803, 1.62888], [1.73415, 1.09044, 2.70665], [2.74976, 1.28354, 3.66937], [3.59315, 1.41038, 4.46214], [0.45062, 1.80011, 2.87972], [-0.73594, 1.29588, 2.43710], [0.31411, 3.28786, 3.60905], [0.50691, 0.85670, -0.22258], [-0.34602, 0.51246, -1.29351], [-2.96893, 0.04513, -2.47289], [-3.07013, -1.63363, -1.82070], [-3.31912, -1.29239, -3.58832], [-0.86176, -0.66562, -3.84371], [-1.07784, -2.26692, -3.20622], [0.32940, -2.83719, -1.41349], [1.77134, -2.23948, 0.40904], [3.01660, -0.24556, 1.59030], [-0.66737, 0.57010, 1.75573], [-1.45289, 1.97314, 2.35484], [0.56720, 1.91816, 0.12677], [-0.96821, 1.26729, -1.71997]], "nbo_charge": [-0.600, -0.430, -0.005, -0.210, -0.160, -0.148, -0.036, -0.240, 0.272, -0.276, 0.093, -0.760, -0.104, -0.212, -0.163, 0.206, 0.212, 0.215, 0.220, 0.212, 0.219, 0.220, 0.229, 0.393, 0.411, 0.233, 0.209], "orbital_gap_ev": 7.5623, "homo_energy_ev": -8.6393, "smiles": "CCc1ccc(/C=C(/C#N)C(N)=S)cc1", "relative_energy_kcal_mol": 23.74}

***

No. 5
{"formula": "C12H12N4OPtS7", "method": "ωB97M-V/def2-TZVPD", "symbols": ["Pt", "C", "C", "N", "C", "C", "S", "C", "C", "S", "C", "N", "C", "H", "H", "H", "H", "H", "H", "H", "H", "O", "C", "S", "C", "C", "S", "S", "S", "N", "C", "N", "S", "H", "H", "H", "H"], "positions_angstrom": [[-0.03403, -0.58207, -0.64187], [0.38119, -3.86012, 0.82459], [0.05108, -2.75885, 1.77951], [-0.10486, -1.51285, 1.43454], [-0.37916, -0.69928, 2.51845], [-0.43827, -1.34994, 3.70193], [-0.13834, -3.01250, 3.46296], [-0.58420, 0.73599, 2.26023], [-0.89663, 1.70403, 3.15382], [-1.08577, 3.18940, 2.34003], [-0.72516, 2.43707, 0.84161], [-0.47700, 1.16603, 0.95450], [-0.75396, 3.18739, -0.45030], [0.42057, -3.44766, -0.18127], [-0.37433, -4.64540, 0.85761], [1.34822, -4.30062, 1.06822], [-0.64405, -0.94653, 4.68093], [-1.04319, 1.61460, 4.21916], [-0.95346, 4.24616, -0.29264], [-1.52328, 2.76553, -1.09750], [0.19063, 3.06753, -0.97861], [-3.27344, -0.88991, -6.66731], [-2.68198, -0.86512, -5.62159], [-3.03418, -1.93999, -4.26035], [-1.83737, -1.28150, -3.15913], [-1.08483, -0.23660, -3.61884], [0.12993, 0.54573, -2.70643], [-1.40549, 0.31390, -5.24648], [-1.67469, -1.96520, -1.60941], [2.88731, 1.74981, -0.70890], [2.78873, 0.73998, 0.17439], [2.86419, 1.08244, 1.47306], [2.60891, -0.86071, -0.33322], [2.86189, 2.71276, -0.42146], [2.70978, 1.53154, -1.67695], [3.02858, 2.02560, 1.77829], [2.87668, 0.33938, 2.14840]], "nbo_charge": [0.576, -0.671, 0.105, -0.481, 0.067, -0.428, 0.468, 0.183, -0.469, 0.458, 0.078, -0.499, -0.661, 0.268, 0.240, 0.240, 0.246, 0.248, 0.224, 0.265, 0.242, -0.564, 0.196, 0.337, -0.458, -0.408, -0.160, 0.334, -0.078, -0.793, 0.309, -0.796, -0.249, 0.387, 0.433, 0.391, 0.420], "spin_multiplicity": 3, "orbital_gap_ev": [5.7719, 6.1122], "s_squared": 2.021, "homo_energy_ev": [-5.8634, -6.9796], "relative_energy_kcal_mol": 0.53}

***

No. 6
{"formula": "C12H12O2", "method": "ωB97M-V/def2-TZVPD", "symbols": ["C", "C", "C", "O", "C", "C", "C", "O", "C", "C", "C", "C", "C", "C", "H", "H", "H", "H", "H", "H", "H", "H", "H", "H", "H", "H"], "positions_angstrom": [[3.95845, -0.18092, -3.13337], [2.75156, -0.05850, -3.13138], [1.29651, -0.00226, -3.31870], [0.60188, -0.73191, -2.29005], [0.72456, -0.06897, -1.00275], [0.17136, -0.74691, 0.19419], [0.38628, -2.06803, 0.37482], [-0.17584, -2.78465, 1.42794], [-0.71934, 0.04974, 1.06093], [-2.01535, 0.35464, 0.66969], [-2.84757, 1.20050, 1.43150], [-2.32716, 1.64943, 2.68839], [-1.12576, 1.17757, 3.15635], [-0.30974, 0.43095, 2.36410], [4.92365, -0.20098, -3.25101], [1.01105, 1.09658, -3.51922], [0.90530, -0.50502, -4.28259], [0.13668, 0.88224, -1.25501], [1.76864, 0.05357, -0.76205], [1.11411, -2.77158, -0.27164], [-0.85975, -2.13511, 1.85691], [-2.53051, 0.00485, -0.30008], [-3.82889, 1.52908, 1.14658], [-2.90320, 2.25865, 3.43244], [-0.81912, 1.46064, 4.15996], [0.71221, 0.10640, 2.55405]], "nbo_charge": [-0.209, -0.026, -0.161, -0.528, -0.084, -0.217, 0.200, -0.688, -0.070, -0.210, -0.206, -0.202, -0.228, -0.198, 0.208, 0.199, 0.231, 0.186, 0.197, 0.211, 0.487, 0.227, 0.221, 0.217, 0.218, 0.226], "orbital_gap_ev": 9.4125, "homo_energy_ev": -8.5783, "smiles": "C#CCOC/C(=C/O)c1ccccc1", "relative_energy_kcal_mol": 86.43}